Below is a structure of composition C49H31AsCl6O4PSY, with properties calculated with ωB97M-V/def2-TZVPD.

As for the molar mass: 1123.37 g/mol. For the frontier orbital gap, the calculation gives 5.87 eV. As for the total charge: -2.

Positions of all 94 atoms, in Å:
1 Y -0.937 0.303 -0.105
2 Cl -3.840 4.259 -5.144
3 C -3.490 2.956 -4.062
4 C -4.137 1.748 -4.211
5 Cl -5.349 1.555 -5.427
6 C -3.798 0.687 -3.368
7 Cl -4.555 -0.857 -3.569
8 C -2.866 0.816 -2.346
9 O -2.520 -0.163 -1.563
10 C -2.239 2.107 -2.135
11 O -1.421 2.245 -1.148
12 C -2.550 3.121 -3.044
13 Cl -1.724 4.637 -2.893
14 S -2.143 -1.784 1.362
15 C -2.672 -3.158 0.468
16 C -3.674 -3.995 0.977
17 C -4.040 -5.145 0.314
18 C -3.434 -5.477 -0.889
19 C -2.440 -4.656 -1.404
20 C -2.035 -3.507 -0.739
21 As -0.550 -2.343 -1.275
22 C -0.233 -3.265 -3.009
23 C -1.267 -3.135 -3.939
24 C -1.220 -3.787 -5.156
25 C -0.116 -4.559 -5.483
26 C 0.949 -4.638 -4.602
27 C 0.895 -3.992 -3.377
28 C 0.867 -3.290 -0.286
29 C 2.114 -2.681 -0.166
30 C 3.138 -3.288 0.540
31 C 2.932 -4.516 1.148
32 C 1.699 -5.136 1.033
33 C 0.680 -4.526 0.321
34 H -4.141 -3.722 1.913
35 H -4.801 -5.793 0.735
36 H -3.727 -6.374 -1.421
37 H -1.966 -4.936 -2.338
38 H -2.127 -2.530 -3.670
39 H -2.049 -3.702 -5.845
40 H -0.088 -5.095 -6.422
41 H 1.822 -5.219 -4.871
42 H 1.731 -4.073 -2.690
43 H 2.274 -1.705 -0.614
44 H 4.100 -2.797 0.630
45 H 3.724 -4.986 1.718
46 H 1.534 -6.095 1.511
47 H -0.287 -5.009 0.251
48 C -0.526 6.340 0.306
49 C 0.382 5.767 -0.569
50 C 0.921 4.520 -0.301
51 C 0.579 3.849 0.866
52 C -0.320 4.440 1.754
53 C -0.877 5.673 1.471
54 P 1.192 2.181 1.311
55 C 2.666 2.654 2.302
56 C 2.906 3.935 2.789
57 C 3.974 4.181 3.633
58 C 4.811 3.149 4.022
59 C 4.569 1.864 3.561
60 C 3.503 1.618 2.720
61 C 1.939 1.618 -0.265
62 C 3.153 2.107 -0.742
63 C 3.618 1.685 -1.975
64 C 2.875 0.771 -2.706
65 C 1.678 0.282 -2.205
66 C 1.149 0.685 -0.969
67 H -0.978 7.296 0.069
68 H 0.650 6.293 -1.477
69 H 1.601 4.064 -1.008
70 H -0.584 3.918 2.667
71 H -1.599 6.107 2.152
72 H 2.254 4.748 2.504
73 H 4.161 5.184 3.992
74 H 5.638 3.340 4.692
75 H 5.220 1.054 3.866
76 H 3.297 0.613 2.374
77 H 3.725 2.819 -0.154
78 H 4.552 2.070 -2.371
79 H 3.232 0.437 -3.675
80 H 1.129 -0.447 -2.814
81 Cl -1.398 0.811 7.543
82 C -1.426 0.939 5.810
83 C -2.403 1.748 5.218
84 C -2.428 1.841 3.856
85 Cl -3.592 2.834 3.063
86 C -1.531 1.124 2.986
87 O -1.656 1.242 1.740
88 C -0.543 0.311 3.654
89 C 0.370 -0.522 2.926
90 O 0.470 -0.648 1.707
91 C -0.517 0.247 5.057
92 H -3.123 2.279 5.822
93 H 1.033 -1.142 3.563
94 H 0.229 -0.375 5.531

Atom charges from the Mulliken analysis, given in e for atoms 1 to 4: Y -0.536; Cl -0.267; C 0.221; C 0.381